Record 1
{"formula": "C20H25N3O5S", "method": "ωB97M-V/def2-TZVPD", "lumo_energy_ev": 0.4, "relative_energy_kcal_mol": 47.2, "e_tot_ha": -1715.75342, "max_force_ev_per_a": 1.1, "smiles": "COc1ccc(NC(=O)c2cccc(S(=O)(=O)N3CCN(C)CC3)c2)c(OC)c1", "orbital_gap_ev": 8.55, "total_charge": 0, "elements": ["C", "H", "O", "C", "C", "C", "C", "C", "C", "H", "O", "C", "H", "H", "H", "N", "C", "O", "C", "C", "C", "C", "C", "C", "H", "H", "H", "S", "O", "O", "N", "C", "C", "N", "C", "H", "H", "H", "C", "C", "H", "H", "H", "H", "H", "H", "H", "H", "H", "H", "H", "H", "H", "H"], "coordinates": [[4.725, 5.187, 3.886], [4.026, 6.020, 3.762], [4.697, 4.320, 2.777], [3.525, 3.700, 2.468], [2.340, 3.832, 3.180], [1.211, 3.158, 2.743], [1.243, 2.349, 1.623], [2.453, 2.171, 0.927], [3.574, 2.865, 1.351], [4.520, 2.777, 0.844], [2.437, 1.282, -0.095], [3.577, 1.177, -0.912], [4.435, 0.783, -0.356], [3.307, 0.479, -1.703], [3.839, 2.141, -1.356], [0.076, 1.693, 1.180], [-0.382, 1.759, -0.099], [0.124, 2.429, -0.973], [-1.603, 0.927, -0.347], [-1.832, -0.273, 0.318], [-2.952, -1.017, 0.006], [-3.870, -0.586, -0.932], [-3.641, 0.607, -1.602], [-2.506, 1.347, -1.321], [-2.298, 2.268, -1.847], [-4.343, 0.953, -2.345], [-4.745, -1.188, -1.119], [-3.180, -2.603, 0.824], [-4.574, -2.928, 0.772], [-2.521, -2.528, 2.096], [-2.384, -3.751, -0.063], [-0.944, -3.797, -0.015], [-0.306, -3.049, -1.187], [-0.833, -3.562, -2.440], [-0.175, -2.957, -3.578], [0.891, -3.169, -3.524], [-0.572, -3.395, -4.492], [-0.316, -1.865, -3.620], [-2.273, -3.376, -2.493], [-2.932, -4.134, -1.339], [-4.005, -3.948, -1.300], [-2.757, -5.207, -1.473], [-2.638, -3.777, -3.441], [-2.542, -2.304, -2.444], [0.773, -3.217, -1.173], [-0.488, -1.963, -1.091], [-0.639, -3.375, 0.942], [-0.641, -4.849, -0.057], [-1.153, -0.658, 1.064], [-0.523, 1.297, 1.888], [0.282, 3.272, 3.282], [2.274, 4.454, 4.057], [5.742, 5.574, 3.931], [4.498, 4.656, 4.817]], "forces_ev_per_angstrom": [[-0.003, 0.130, 0.176], [0.015, -0.039, 0.009], [-0.068, -0.210, -0.259], [-0.189, -0.104, -0.031], [0.344, 0.189, 0.188], [0.046, -0.210, -0.364], [0.158, 0.155, -0.062], [-0.061, 0.007, 0.194], [0.100, 0.002, -0.093], [0.101, -0.052, -0.094], [-0.167, 0.127, 0.411], [0.206, -0.040, -0.132], [-0.032, 0.033, -0.034], [0.067, 0.051, 0.036], [-0.010, -0.017, 0.021], [0.024, -0.197, 0.367], [-0.215, 0.055, -0.045], [-0.080, 0.094, -0.046], [-0.170, -0.254, -0.159], [0.090, 0.250, 0.027], [-0.215, -0.568, 0.359], [-0.098, -0.030, 0.007], [0.036, -0.057, 0.036], [0.120, 0.021, 0.064], [0.025, 0.071, -0.044], [-0.064, 0.031, -0.045], [-0.135, -0.019, -0.072], [0.002, -0.216, 0.084], [0.009, 0.127, -0.341], [0.252, 0.134, -0.192], [-0.552, 0.625, 0.673], [0.689, 0.246, 0.095], [-0.016, -0.166, 0.111], [-0.017, -0.044, 0.045], [-0.028, -0.045, 0.050], [0.068, 0.034, -0.063], [0.026, 0.026, -0.089], [-0.003, 0.036, -0.008], [-0.064, -0.160, 0.080], [-0.377, 0.061, -0.627], [0.005, -0.153, -0.175], [-0.057, 0.069, 0.021], [-0.044, 0.048, 0.022], [0.036, -0.114, -0.075], [-0.012, 0.054, 0.044], [0.080, -0.105, -0.042], [0.189, -0.120, -0.052], [-0.016, 0.078, 0.045], [0.141, 0.039, 0.066], [0.043, 0.000, -0.173], [-0.115, 0.036, 0.008], [0.034, 0.072, 0.078], [-0.087, -0.001, 0.039], [-0.007, 0.022, -0.038]]}


Record 2
{"formula": "C20H25N4O3S2", "method": "ωB97M-V/def2-TZVPD", "lumo_energy_ev": 2.6, "e_tot_ha": -2018.30778, "max_force_ev_per_a": 1.7, "smiles": "CN(C)c1ccc([C@@H](SC(=S)N2CCCC2)c2c([O-])n(C)c(=O)n(C)c2=O)cc1", "orbital_gap_ev": 6.76, "total_charge": -1, "elements": ["C", "C", "C", "N", "C", "S", "S", "C", "H", "H", "H", "H", "H", "H", "H", "H", "C", "N", "C", "C", "C", "C", "C", "C", "C", "C", "O", "N", "C", "C", "O", "N", "C", "C", "O", "C", "C", "H", "H", "H", "H", "H", "H", "H", "H", "H", "H", "H", "H", "H", "H", "H", "H", "H"], "coordinates": [[3.438, 1.678, -4.069], [2.327, 2.403, -3.295], [1.354, 1.311, -2.785], [2.098, 0.065, -2.950], [1.628, -1.153, -2.573], [-0.099, -1.185, -2.108], [2.523, -2.547, -2.712], [3.249, 0.166, -3.814], [3.378, 1.899, -5.141], [4.435, 2.004, -3.751], [2.743, 2.938, -2.437], [1.818, 3.151, -3.911], [1.043, 1.504, -1.744], [0.434, 1.296, -3.389], [3.070, -0.332, -4.777], [4.144, -0.303, -3.383], [-0.660, 5.144, 0.578], [-1.479, 4.205, 1.339], [-1.827, 4.646, 2.689], [-1.374, 2.841, 1.059], [-0.126, 2.252, 0.732], [-0.066, 0.903, 0.388], [-1.211, 0.130, 0.264], [-1.072, -1.250, -0.359], [-0.756, -2.349, 0.524], [-1.043, -3.683, 0.042], [-1.414, -3.975, -1.103], [-0.939, -4.750, 0.968], [-1.495, -6.022, 0.570], [-0.686, -4.561, 2.334], [-0.839, -5.433, 3.188], [-0.204, -3.295, 2.671], [0.158, -3.131, 4.052], [0.028, -2.255, 1.733], [0.818, -1.340, 2.007], [-2.435, 0.679, 0.690], [-2.505, 1.997, 1.132], [-0.767, 4.906, -0.492], [-1.036, 6.158, 0.770], [0.410, 5.085, 0.856], [-2.609, 4.003, 3.112], [-0.954, 4.649, 3.370], [-2.196, 5.676, 2.634], [0.803, 2.824, 0.810], [0.913, 0.428, 0.285], [-2.028, -1.573, -0.820], [-1.400, -6.697, 1.409], [-2.552, -5.893, 0.310], [-0.975, -6.395, -0.316], [0.436, -2.098, 4.237], [-0.699, -3.407, 4.676], [0.985, -3.799, 4.309], [-3.333, 0.055, 0.713], [-3.450, 2.433, 1.480]], "forces_ev_per_angstrom": [[0.244, 0.017, -0.169], [-0.068, -0.029, 0.416], [-0.099, 0.725, -0.407], [-0.555, -0.727, 0.481], [0.250, 0.157, 0.888], [-0.914, 0.226, -0.988], [-0.106, 0.283, -0.087], [0.643, 0.576, -0.559], [-0.045, -0.106, 0.183], [-0.206, -0.023, 0.012], [0.015, -0.047, -0.080], [-0.006, -0.164, 0.088], [0.238, -0.361, -0.554], [0.196, -0.084, 0.146], [-0.094, -0.223, 0.299], [-0.388, 0.077, 0.063], [-0.108, -0.701, 0.268], [-0.576, 1.259, 0.190], [0.272, -0.207, -0.355], [0.578, -1.341, 0.021], [-0.742, -0.045, 0.290], [0.363, 0.542, 0.298], [0.178, -0.051, -0.297], [-0.345, -0.339, 0.760], [0.719, -1.367, 0.631], [-0.598, 0.361, -0.439], [0.036, 0.347, 0.793], [0.233, 0.338, 1.348], [-0.130, -0.051, -0.411], [0.047, 0.549, -0.506], [0.086, 0.428, -0.569], [-0.181, -0.846, -0.581], [0.108, -0.134, 0.572], [0.063, 0.883, -0.690], [-0.750, -0.665, 0.275], [0.392, -0.417, 0.004], [0.343, 0.622, -0.212], [0.157, 0.165, 0.345], [0.191, -0.220, -0.116], [-0.187, 0.254, -0.137], [0.257, 0.179, -0.107], [-0.174, -0.110, -0.062], [-0.090, -0.144, 0.059], [-0.370, -0.080, -0.082], [-0.406, 0.132, -0.298], [0.649, 0.469, -0.424], [0.049, -0.159, 0.039], [0.106, -0.107, -0.012], [-0.078, 0.015, 0.173], [0.057, -0.010, -0.167], [0.190, 0.053, -0.047], [-0.038, 0.159, 0.101], [0.282, 0.194, -0.136], [0.311, -0.254, -0.250]]}


Record 3
{"formula": "C20H25N5", "method": "ωB97M-V/def2-TZVPD", "lumo_energy_ev": 0.6, "relative_energy_kcal_mol": 399.5, "e_tot_ha": -1050.26887, "max_force_ev_per_a": 9.1, "orbital_gap_ev": 7.47, "total_charge": 0, "elements": ["N", "C", "C", "C", "C", "H", "H", "H", "H", "H", "N", "C", "C", "C", "C", "H", "H", "H", "H", "H", "N", "C", "C", "C", "C", "H", "H", "H", "H", "H", "N", "C", "C", "C", "C", "H", "H", "H", "H", "H", "N", "C", "C", "C", "C", "H", "H", "H", "H", "H"], "coordinates": [[-1.783, -2.444, -0.691], [-1.953, -1.347, -1.499], [-2.825, -0.451, -0.960], [-3.379, -1.053, 0.113], [-2.750, -2.292, 0.299], [-1.053, -3.136, -0.775], [-1.215, -1.266, -2.284], [-3.150, 0.491, -1.374], [-4.169, -0.640, 0.722], [-2.857, -3.086, 1.023], [3.842, 3.047, 2.612], [3.516, 2.209, 1.524], [2.970, 1.053, 1.903], [2.701, 1.149, 3.253], [3.338, 2.351, 3.695], [4.269, 3.962, 2.643], [3.832, 2.570, 0.557], [2.648, 0.268, 1.235], [2.241, 0.386, 3.864], [3.457, 2.772, 4.682], [-1.273, -0.763, 0.684], [0.021, -0.313, 0.604], [0.226, 0.440, 1.785], [-0.943, 0.384, 2.586], [-1.878, -0.413, 1.877], [-1.750, -1.210, -0.086], [0.661, -0.559, -0.231], [1.163, 0.936, 1.989], [-1.023, 0.880, 3.542], [-2.908, -0.658, 2.090], [-0.640, 1.819, 0.061], [-0.247, 2.836, -0.766], [-1.223, 2.873, -1.798], [-2.269, 1.924, -1.523], [-1.801, 1.208, -0.418], [-0.200, 1.488, 0.908], [0.770, 3.200, -0.755], [-1.179, 3.532, -2.652], [-3.181, 1.817, -2.093], [-2.299, 0.363, 0.035], [2.056, -3.223, -2.761], [1.734, -2.564, -1.537], [0.769, -1.641, -1.871], [0.466, -1.757, -3.229], [1.252, -2.803, -3.738], [2.488, -4.128, -2.879], [2.076, -2.946, -0.587], [0.352, -0.854, -1.260], [-0.245, -1.176, -3.797], [1.346, -3.238, -4.722]], "forces_ev_per_angstrom": [[-3.900, -2.697, -1.496], [0.893, -0.665, -4.115], [-4.637, -2.402, -6.408], [-4.624, -4.639, 0.954], [-2.276, -2.784, -0.767], [-0.225, 0.215, 0.071], [-1.274, 0.548, 0.343], [-1.200, -2.518, -0.528], [0.033, -0.227, -0.171], [-0.067, 0.396, 0.191], [-1.727, -2.895, 0.017], [2.578, 3.038, -1.389], [0.028, -0.386, -1.095], [2.271, 1.836, 2.917], [-0.925, -0.871, 0.026], [-0.196, -0.383, -0.280], [-0.124, -0.305, -0.140], [0.374, 0.087, 0.008], [0.052, 0.251, 0.136], [-0.204, -0.183, 0.022], [6.291, 1.152, 6.463], [-1.021, -1.523, 4.089], [0.880, -3.229, 1.583], [-0.031, -1.030, -0.990], [2.671, 1.337, 1.264], [4.062, 2.658, 2.883], [0.067, 1.166, 2.362], [-1.471, -0.081, 0.126], [-0.306, -0.122, -0.045], [0.795, 0.159, 0.410], [-2.166, 2.542, -2.979], [-1.961, -1.256, -1.685], [0.412, 0.780, 0.806], [3.161, 1.970, 0.460], [1.162, 5.533, 0.274], [-0.337, 1.530, -0.789], [-0.189, 0.347, 0.196], [-0.028, 0.022, 0.018], [0.295, 0.178, -0.206], [1.333, 3.892, 1.250], [-0.093, -0.657, 2.106], [0.017, -0.869, -1.532], [1.046, 0.115, -0.339], [0.986, -1.425, -1.899], [-1.135, 1.880, -0.412], [0.301, 0.246, 0.570], [0.305, 0.309, -0.147], [0.056, -1.226, -2.081], [0.224, 0.004, -0.058], [-0.173, 0.183, 0.006]]}


Record 4
{"formula": "C20H25N5", "method": "ωB97M-V/def2-TZVPD", "lumo_energy_ev": 0.8, "relative_energy_kcal_mol": 89.6, "e_tot_ha": -1050.76273, "max_force_ev_per_a": 5.4, "smiles": "c1cc[nH]c1.c1cc[nH]c1.c1cc[nH]c1.c1cc[nH]c1.c1cc[nH]c1", "orbital_gap_ev": 8.29, "total_charge": 0, "elements": ["N", "C", "C", "C", "C", "H", "H", "H", "H", "H", "N", "C", "C", "C", "C", "H", "H", "H", "H", "H", "N", "C", "C", "C", "C", "H", "H", "H", "H", "H", "N", "C", "C", "C", "C", "H", "H", "H", "H", "H", "N", "C", "C", "C", "C", "H", "H", "H", "H", "H"], "coordinates": [[-1.147, 0.821, 0.076], [-0.074, -0.017, 0.176], [-0.459, -1.202, 0.879], [-1.804, -0.938, 1.223], [-2.201, 0.316, 0.743], [-1.184, 1.744, -0.335], [0.893, 0.342, -0.146], [0.203, -1.994, 1.198], [-2.348, -1.481, 1.982], [-3.088, 0.931, 0.771], [-6.304, -4.753, 1.772], [-5.675, -3.607, 2.179], [-4.469, -4.047, 2.734], [-4.406, -5.369, 2.395], [-5.556, -5.839, 2.006], [-7.207, -4.739, 1.320], [-6.241, -2.691, 2.099], [-3.661, -3.551, 3.251], [-3.582, -6.059, 2.498], [-5.894, -6.851, 1.841], [5.368, 1.665, 1.807], [5.225, 0.876, 2.888], [4.136, 0.076, 2.701], [3.653, 0.297, 1.391], [4.402, 1.371, 0.934], [5.848, 2.549, 1.716], [5.986, 0.904, 3.654], [3.706, -0.674, 3.348], [2.973, -0.286, 0.787], [4.306, 1.885, -0.011], [4.310, 0.093, -2.608], [3.289, -0.782, -2.437], [2.174, -0.080, -2.825], [2.544, 1.216, -3.363], [3.875, 1.276, -3.217], [5.241, -0.192, -2.339], [3.402, -1.778, -2.035], [1.183, -0.498, -2.726], [1.913, 1.887, -3.928], [4.500, 2.097, -3.536], [-2.361, 4.290, -1.710], [-1.268, 4.301, -0.940], [-0.267, 3.529, -1.455], [-0.892, 2.957, -2.626], [-2.107, 3.488, -2.805], [-3.179, 4.858, -1.538], [-1.218, 4.800, 0.016], [0.691, 3.157, -1.122], [-0.276, 2.289, -3.211], [-2.952, 3.416, -3.474]], "forces_ev_per_angstrom": [[0.564, -0.123, 0.216], [0.128, -1.128, 0.435], [0.153, 3.172, -1.118], [-0.878, 0.415, 0.962], [0.245, -1.189, 0.162], [0.479, -0.158, -0.167], [-0.052, -0.290, -0.239], [-0.219, 0.024, -0.112], [-0.292, -0.292, -0.406], [-0.195, -0.510, 0.293], [-2.414, 1.217, -0.506], [0.203, -0.580, 0.901], [-0.167, 2.390, -0.965], [4.176, -2.564, 2.255], [-2.480, -1.452, -2.068], [0.168, -0.113, 0.264], [0.447, 0.119, 0.201], [-0.272, 0.496, -0.319], [0.300, 0.279, 0.558], [0.044, 0.208, -0.315], [0.236, 1.216, -0.547], [0.559, -0.107, 1.669], [-0.233, -1.304, -0.110], [0.701, 1.294, -0.315], [-1.509, -1.028, -2.030], [0.330, -0.436, 0.435], [-0.385, 0.047, 0.244], [0.463, 0.014, 0.214], [-0.284, 0.244, 0.349], [0.124, 0.040, 0.030], [1.433, 0.280, -0.470], [-1.167, 1.582, -0.098], [-1.064, -0.474, -0.349], [-1.153, -1.903, 0.398], [1.452, -0.253, 0.498], [0.022, 0.668, -0.317], [0.077, 0.240, 0.053], [-0.109, 0.167, -0.250], [0.066, 0.113, 0.344], [0.443, -0.372, 0.255], [-0.129, 0.162, -0.362], [1.701, 0.701, 2.478], [-1.660, -1.010, -1.308], [2.642, -0.406, -0.270], [-2.145, 0.581, 0.250], [0.206, -0.267, -0.188], [-0.331, 0.303, -0.126], [-0.068, 0.596, 0.406], [-0.684, -0.131, -0.473], [0.527, -0.477, -0.444]]}